Computed, not measured: C4H8N2O as an isolated structure in a non-equilibrium geometry, with ωB97M-V with the def2-TZVPD basis set.

XYZ file:
```
15
C4H8N2O, DFT ωB97M-V with the def2-TZVPD basis set
C -0.618 1.219 0.348
C -0.749 0.623 1.677
C -0.582 -0.341 -0.211
C 0.853 -0.622 -0.720
N 0.828 -0.925 -2.044
N 1.938 -0.528 -0.067
O -1.586 -0.775 -0.782
H -0.064 -1.168 -2.445
H 1.659 -1.326 -2.443
H 1.811 -0.234 0.896
H 0.308 1.754 0.169
H -1.521 1.670 -0.047
H -0.073 0.960 2.456
H -1.758 0.370 1.986
H -0.447 -0.679 1.226
```

Values from the calculation:
Frontier orbital gap (eV): 8.962
LUMO energy (eV): 0.0712
Largest force on an atom (eV/Å): 5.203
HOMO (hartree): -0.327
Electronic energy (hartree): -341.85718


Computed, not measured: one molecule with the formula C4H6N2O in a non-equilibrium geometry, with ωB97M-V with the def2-TZVPD basis set.

XYZ file:
```
13
C4H6N2O, DFT ωB97M-V with the def2-TZVPD basis set
H -2.422 1.603 -1.037
N -2.055 0.652 -1.021
C -1.621 0.403 0.133
O -1.093 -0.807 0.473
C 0.163 -1.137 -0.096
C 1.290 -0.297 0.549
C 1.730 0.831 -0.277
N 2.093 1.703 -0.946
H -1.638 1.089 0.987
H 0.147 -1.016 -1.184
H 0.315 -2.191 0.142
H 0.927 0.084 1.510
H 2.164 -0.918 0.766
```

Values from the calculation:
Frontier orbital gap (eV): 11.344
SMILES: [H]/N=C/OCCC#N
LUMO energy (eV): 0.6800
Largest force on an atom (eV/Å): 1.105
HOMO (hartree): -0.392
Electronic energy (hartree): -340.72809


Computed, not measured: one molecule with the formula C24H25FN4O, with ωB97M-V with the def2-TZVPD basis set.

XYZ file:
```
55
C24H25FN4O, DFT ωB97M-V with the def2-TZVPD basis set
C -0.864 -4.108 -1.278
C 0.372 -3.460 -0.760
N 0.390 -3.099 0.519
C 1.459 -2.464 0.956
C 2.551 -2.170 0.143
C 3.709 -1.360 0.648
N 3.421 0.063 0.475
C 4.105 0.907 1.443
C 3.598 2.342 1.330
C 3.851 2.881 -0.073
C 3.252 1.943 -1.130
C 1.732 2.116 -1.192
O 1.233 2.953 -1.914
N 1.049 1.276 -0.374
C -0.330 1.127 -0.234
C -0.790 0.192 0.692
C -2.141 -0.022 0.864
C -3.076 0.693 0.119
C -4.516 0.467 0.299
C -5.055 0.265 1.569
C -6.411 0.059 1.741
C -7.265 0.045 0.651
C -6.721 0.244 -0.605
F -7.539 0.227 -1.681
C -5.371 0.455 -0.801
C -2.609 1.632 -0.799
C -1.258 1.855 -0.976
C 3.710 0.505 -0.883
C 2.454 -2.656 -1.157
N 1.382 -3.285 -1.603
H -1.590 -3.335 -1.527
H -0.637 -4.678 -2.173
H -1.299 -4.745 -0.513
H 1.454 -2.191 2.006
H 4.637 -1.651 0.128
H 3.839 -1.557 1.715
H 3.897 0.521 2.445
H 5.198 0.889 1.287
H 2.530 2.368 1.553
H 4.112 2.962 2.066
H 3.422 3.877 -0.184
H 4.929 2.956 -0.240
H 3.618 2.257 -2.113
H 1.628 0.647 0.185
H -0.078 -0.376 1.271
H -2.472 -0.772 1.567
H -4.405 0.290 2.430
H -6.812 -0.089 2.733
H -8.325 -0.115 0.761
H -4.993 0.590 -1.802
H -3.316 2.215 -1.370
H -0.914 2.588 -1.686
H 3.194 -0.162 -1.580
H 4.794 0.440 -1.088
H 3.268 -2.554 -1.865
```

Values from the calculation:
Frontier orbital gap (eV): 8.574
SMILES: Cc1ncc(CN2CCC[C@H](C(=O)Nc3ccc(-c4cccc(F)c4)cc3)C2)cn1
LUMO energy (eV): 0.5467
Largest force on an atom (eV/Å): 0.512
HOMO (hartree): -0.295
Electronic energy (hartree): -1323.73280


Computed, not measured: ClNaO4 as an isolated structure in a non-equilibrium geometry, with ωB97M-V with the def2-TZVPD basis set.

XYZ file:
```
6
ClNaO4, DFT ωB97M-V with the def2-TZVPD basis set
Na -2.954 0.847 -0.665
Cl 0.630 -0.158 0.152
O 1.009 -0.206 1.543
O 0.734 1.145 -0.504
O 1.390 -1.090 -0.584
O -0.809 -0.538 0.058
```

Values from the calculation:
Frontier orbital gap (eV): 7.255
LUMO energy (eV): -2.0692
Largest force on an atom (eV/Å): 1.289
HOMO (hartree): -0.343
Electronic energy (hartree): -923.19227